{
  "formula": "C28H61BrClF2N3O11P",
  "method": "wB97M-V/def2-TZVPD",
  "orbital_gap_ev": 7.94,
  "spin_multiplicity": 1,
  "largest_force_ev_per_a": 2.1,
  "energy_ha": -5670.46867,
  "total_charge": 1,
  "symbols": ["Br", "Cl", "P", "F", "F", "O", "O", "O", "O", "O", "O", "O", "O", "O", "O", "O", "N", "N", "N", "C", "C", "C", "C", "C", "C", "C", "C", "C", "C", "C", "C", "C", "C", "C", "C", "C", "C", "C", "C", "C", "C", "C", "C", "C", "C", "C", "C", "H", "H", "H", "H", "H", "H", "H", "H", "H", "H", "H", "H", "H", "H", "H", "H", "H", "H", "H", "H", "H", "H", "H", "H", "H", "H", "H", "H", "H", "H", "H", "H", "H", "H", "H", "H", "H", "H", "H", "H", "H", "H", "H", "H", "H", "H", "H", "H", "H", "H", "H", "H", "H", "H", "H", "H", "H", "H", "H", "H", "H"],
  "xyz": [[0.0812, -1.3861, -1.1869], [3.5960, 3.7352, 0.3014], [2.9317, -1.8743, -0.2603], [4.2009, 0.5328, -2.9811], [1.4894, 0.3145, -3.2382], [1.8858, 2.4475, -3.4438], [-0.4549, 5.5111, 4.7215], [-5.1175, 1.8148, -0.3364], [-3.3951, 0.9132, -2.3205], [3.9679, -1.6688, 0.7557], [4.8390, 0.8973, -0.9037], [8.8321, -6.3731, -2.9245], [5.1038, -4.9833, 0.6669], [3.4428, -1.9216, -1.7527], [-8.9669, 1.3272, -1.3786], [2.1378, -3.2226, -0.0082], [1.2493, -0.5992, 1.2743], [0.6649, 3.0868, -0.6343], [2.6699, 1.3779, -1.5635], [7.1520, -4.7644, -0.6658], [3.2638, 2.4770, 1.4962], [0.5314, 1.6424, -0.4534], [1.9873, 1.4560, -2.8320], [2.6731, 1.1500, 0.9396], [-5.9451, 2.9424, -0.5565], [1.5638, -0.6123, -0.1739], [3.9834, 0.9110, -1.7201], [-1.8724, -0.4096, 1.7855], [1.1165, 3.5084, 2.5337], [-5.2500, 1.2002, 0.9427], [-4.1193, -1.0867, 0.8588], [-9.2936, 0.4231, -3.6238], [-0.8647, 7.8778, 5.1647], [-3.7798, -0.1554, -3.1744], [-5.4279, -0.3062, 0.7692], [-0.7597, -0.8779, 2.7309], [-4.7566, 0.2950, -4.2453], [1.9057, 0.9182, -0.4100], [2.5525, 3.0495, 2.7218], [1.8745, 0.3510, 1.8695], [-9.0893, 0.1313, -2.1492], [9.3380, -8.6127, -2.0929], [8.3909, -7.7301, -2.8836], [-0.1332, 6.8482, 4.3264], [-3.2963, -0.8690, 2.1451], [5.8821, -4.1140, -0.1570], [0.4130, -1.5603, 2.0422], [3.5661, 0.5113, 0.8612], [-1.9460, 7.7664, 5.0569], [-6.0706, 3.5525, 0.3369], [-3.5395, -0.8201, -0.0255], [0.9438, 6.9498, 4.4484], [6.9250, -5.6699, -1.2241], [-5.8067, -0.4459, -0.2428], [-3.7846, -0.1251, 2.7670], [-5.4757, 3.5821, -1.3029], [-0.0336, 1.4674, 0.4554], [7.7092, -4.0913, -1.3161], [1.0573, -1.9972, 2.8027], [-1.8657, 0.6784, 1.7187], [6.1068, -3.2009, 0.4002], [-5.6678, 0.6901, -3.7891], [-4.2242, -0.9627, -2.5757], [0.4677, 2.6460, 2.3460], [0.7718, 3.9306, 3.4716], [8.9765, -9.6407, -2.0541], [-4.2038, 1.2571, -1.9015], [-1.1634, -1.6307, 3.4081], [-0.0701, 1.2253, -1.2609], [0.6022, 3.3372, -1.6122], [-6.1914, -0.6826, 1.4465], [4.2500, 2.2053, 1.8630], [-6.9065, 2.6433, -0.9641], [2.6474, 2.3575, 3.5587], [-4.3485, 1.4530, 1.5017], [9.4428, -8.2396, -1.0737], [-4.3438, -2.1485, 0.7602], [1.0228, 4.2598, 1.7598], [-6.1256, 1.6006, 1.4503], [-0.3717, 6.9824, 3.2658], [-0.5936, 8.8901, 4.8649], [0.0811, -2.3818, 1.4206], [7.7962, -5.0474, 0.1693], [10.3315, -8.6159, -2.5464], [8.2800, -8.1085, -3.9047], [-4.3170, 1.0909, -4.8464], [-8.1657, -0.4255, -1.9936], [4.4159, -1.9243, -1.7191], [-9.9187, -0.4686, -1.7618], [2.7623, -3.9672, -0.0838], [-5.0315, -0.5304, -4.9039], [-0.6235, 7.7484, 6.2195], [-8.4650, 1.0158, -4.0128], [5.2311, -3.8550, -0.9959], [-0.4080, -0.0782, 3.3838], [1.8230, 0.4926, 2.9373], [3.1493, 3.9200, 2.9914], [5.6377, -5.2306, 1.4273], [-1.6678, -0.8071, 0.7985], [-0.1155, 3.5398, -0.1782], [-9.3644, -0.5000, -4.2000], [7.4051, -7.7165, -2.4201], [-1.4037, 5.3965, 4.6130], [-9.7786, 1.8320, -1.4872], [-10.2102, 0.9957, -3.7805], [9.6974, -6.3608, -3.3441], [-2.8656, -0.5382, -3.6299], [-3.2305, -1.8189, 2.6703]],
  "forces_ev_per_angstrom": [[0.1, 0.3, 0.0], [0.0, 0.1, -0.2], [0.3, -0.9, 0.8], [0.1, 0.2, -0.2], [-0.2, -0.7, -0.1], [-0.1, 0.4, -0.4], [0.1, 0.0, 0.0], [0.1, 0.2, 0.0], [0.0, -0.1, -0.1], [0.1, 0.6, -0.1], [-0.2, -0.4, -0.1], [-0.1, -0.1, 0.1], [-0.2, 0.1, -0.2], [0.1, 0.3, 0.0], [0.1, -0.1, 0.0], [0.0, 0.2, -0.4], [-0.4, 0.2, 0.6], [-0.2, -0.3, 0.2], [0.3, -2.0, -0.5], [-0.2, -0.1, 0.1], [-0.1, -0.2, 0.6], [-0.1, 0.9, -0.6], [0.1, 0.7, 0.4], [0.6, 0.4, -0.1], [0.0, 0.3, -0.4], [-0.2, -1.0, -0.5], [0.2, 0.8, 0.4], [0.0, 0.0, 0.3], [0.1, -0.5, 0.6], [-0.3, -0.1, -0.5], [-0.3, -0.1, 0.1], [0.1, 0.1, 0.0], [0.0, -0.1, 0.1], [-0.1, 0.1, 0.1], [0.3, 0.1, -0.1], [-0.3, -0.1, 0.1], [0.0, 0.0, 0.0], [-0.7, 0.7, 0.8], [0.0, 0.7, -0.5], [0.0, 0.1, -0.6], [-0.2, 0.1, -0.1], [0.0, 0.1, 0.1], [0.2, 0.0, -0.1], [-0.2, 0.0, 0.0], [0.3, -0.1, -0.7], [0.3, 0.0, 0.2], [0.0, -0.1, 0.6], [0.0, 0.0, -0.1], [0.0, 0.0, -0.1], [-0.1, -0.1, 0.2], [0.2, 0.1, 0.0], [0.0, -0.1, 0.0], [0.0, 0.0, -0.1], [-0.3, 0.0, 0.0], [0.0, -0.1, 0.4], [0.2, -0.1, -0.1], [0.1, -0.2, 0.1], [0.0, 0.0, 0.0], [0.2, 0.0, -0.1], [0.0, 0.1, -0.2], [0.0, 0.1, -0.1], [0.0, -0.1, 0.0], [0.0, -0.1, -0.1], [-0.2, 0.1, -0.3], [-0.2, 0.2, 0.1], [0.0, 0.0, 0.0], [0.4, -0.1, 0.3], [0.0, -0.1, 0.1], [0.0, -0.3, 0.0], [0.1, 0.1, 0.0], [0.1, -0.1, 0.2], [0.1, -0.1, -0.2], [-0.3, -0.1, 0.2], [0.0, -0.1, 0.1], [0.0, 0.0, 0.3], [0.0, 0.0, 0.0], [0.0, -0.1, -0.1], [0.0, -0.1, -0.2], [0.0, 0.2, 0.1], [0.1, 0.0, 0.0], [0.0, 0.0, 0.0], [0.1, 0.1, -0.4], [0.0, 0.1, 0.0], [0.0, -0.1, 0.0], [-0.1, -0.1, 0.0], [0.0, 0.0, 0.0], [0.0, 0.0, 0.1], [0.0, 0.1, -0.3], [0.1, -0.1, 0.0], [-0.1, -0.2, 0.3], [0.0, 0.0, 0.0], [0.0, 0.0, 0.0], [0.0, 0.0, 0.0], [0.0, 0.0, -0.1], [0.1, 0.1, 0.0], [-0.1, -0.2, 0.1], [0.1, 0.0, 0.2], [0.0, 0.0, 0.0], [0.1, 0.1, -0.2], [0.0, 0.1, 0.0], [0.0, 0.0, 0.0], [0.0, 0.0, 0.0], [0.0, 0.0, 0.1], [0.0, 0.0, 0.0], [0.0, -0.1, 0.0], [0.0, 0.0, 0.0], [0.0, 0.0, 0.0], [-0.1, 0.0, 0.3]],
  "mulliken_charge": [0.139, -0.156, 1.032, -0.291, -0.177, -0.440, -0.510, -0.412, -0.299, -0.712, -0.379, -0.484, -0.560, -0.481, -0.479, -0.454, 0.058, -0.279, 0.725, -1.146, -0.218, -1.638, 0.343, -1.122, -0.847, 0.353, 0.393, 0.544, -0.197, -0.490, -0.360, -1.080, -1.149, -0.062, -0.741, -0.942, -1.068, 0.618, -1.233, -0.665, -0.164, -1.003, -0.217, -0.161, -1.020, 0.371, -1.112, 0.737, 0.340, 0.446, -0.041, 0.295, 0.177, 0.159, 0.413, 0.262, 0.031, 0.346, 0.522, 0.030, 0.326, 0.107, 0.200, -0.358, 0.403, 0.325, 0.290, 0.682, 0.789, 0.243, 0.458, 0.666, 0.164, 0.412, 0.289, 0.256, 0.419, 0.309, 0.452, 0.257, 0.349, 0.486, 0.354, 0.321, 0.283, 0.294, 0.193, 0.393, 0.314, 0.394, 0.392, 0.292, 0.250, -0.106, 0.331, 0.671, 0.525, 0.291, -0.252, 0.308, 0.330, 0.266, 0.274, 0.265, 0.378, 0.288, 0.336, 0.544]
}

---

{
  "formula": "C12H17N",
  "method": "wB97M-V/def2-TZVPD",
  "orbital_gap_ev": 9.75,
  "spin_multiplicity": 1,
  "largest_force_ev_per_a": 4.8,
  "energy_ha": -522.07921,
  "smiles": "CCN[C@H]1CCc2ccccc2C1",
  "e_above_lowest_kcal_mol": 88.52,
  "total_charge": 0,
  "symbols": ["N", "C", "C", "C", "C", "C", "C", "C", "C", "C", "C", "C", "C", "H", "H", "H", "H", "H", "H", "H", "H", "H", "H", "H", "H", "H", "H", "H", "H", "H"],
  "xyz": [[-0.3889, -2.7816, 0.6223], [-0.5587, 3.0285, -1.7396], [1.9612, 0.2357, 0.3797], [1.5727, 2.5523, -0.6259], [0.0693, -1.3376, 0.6459], [-0.9726, 1.7783, -1.4930], [0.7558, 3.3973, -1.3609], [-1.9802, -2.5224, 2.6313], [-0.5802, -0.5270, -0.5910], [-1.7589, -2.8170, 1.1077], [1.5030, -1.2012, 0.4469], [-0.0958, 0.8505, -0.9176], [1.1564, 1.2911, -0.4543], [-1.9321, 1.3909, -2.0229], [2.5900, 2.8016, -0.2698], [-1.5440, -0.3478, -0.2186], [0.8736, 4.5316, -1.3627], [2.9726, 0.1831, -0.0062], [-2.3680, -1.9407, 0.4424], [-0.5464, -1.2716, -1.3832], [2.1779, -1.8316, 1.0611], [-0.1703, -0.7742, 1.5960], [0.4168, -3.2004, 1.2801], [-1.4479, -1.4592, 2.8659], [-2.1228, -3.8964, 0.7909], [1.8637, 0.5197, 1.4963], [-1.2868, 3.7874, -2.1589], [-1.5152, -3.4704, 3.3290], [1.5624, -1.4480, -0.5762], [-3.2336, -2.4735, 2.6059]],
  "forces_ev_per_angstrom": [[3.2, 2.0, 1.6], [0.7, 2.6, -0.3], [-0.4, 1.4, 2.2], [1.4, 1.7, -0.9], [-1.5, 1.2, -0.2], [-1.6, -3.2, -1.8], [-1.6, 3.0, 0.8], [-1.0, -0.4, -0.1], [0.8, -1.4, 1.7], [-1.3, -0.6, -1.1], [1.0, 0.0, -1.3], [0.6, 0.5, 0.7], [-1.1, -4.5, 1.1], [1.4, 0.7, 1.5], [-0.8, 0.3, -0.2], [-1.9, -0.1, -0.3], [0.7, -1.7, -0.3], [0.4, 0.5, 0.5], [1.5, -2.8, 1.8], [-0.3, 0.2, -0.4], [-0.4, 0.4, -0.2], [-0.3, -0.7, -0.7], [-3.0, 0.4, -1.5], [-1.7, -2.7, -0.1], [0.1, 2.3, 0.8], [0.9, 0.5, -1.6], [1.2, -0.9, 0.4], [-1.5, 2.9, -1.9], [0.9, -1.5, -1.4], [3.5, 0.0, 1.1]],
  "mulliken_charge": [-0.330, -0.376, -0.817, -0.488, 0.541, -0.603, -0.513, -0.715, -1.243, -0.311, -1.185, 0.616, 0.538, 0.254, 0.385, 0.387, 0.234, 0.470, 0.243, 0.403, 0.389, -0.156, 0.327, 0.242, 0.279, 0.254, 0.310, 0.212, 0.387, 0.267]
}

---

{
  "formula": "C2H6N2S3",
  "method": "wB97M-V/def2-TZVPD",
  "orbital_gap_ev": [4.57, 4.34],
  "spin_multiplicity": 1,
  "largest_force_ev_per_a": 4.4,
  "energy_ha": -1383.71967,
  "e_above_lowest_kcal_mol": 84.14,
  "total_charge": 0,
  "symbols": ["S", "S", "S", "N", "N", "C", "C", "H", "H", "H", "H", "H", "H"],
  "xyz": [[3.0473, -0.3337, 0.9039], [1.0709, 2.2727, 0.0753], [-1.6557, -0.7200, 0.2039], [1.4505, -1.5543, -0.7288], [0.9827, 0.6832, -0.3747], [-2.9442, 0.5951, 0.2319], [1.6595, -0.3864, -0.1779], [-3.1111, 1.1118, -0.6363], [0.6705, -1.7291, -1.3576], [3.1798, 0.9589, 0.7892], [-2.5665, 1.2817, 1.0903], [-3.9194, 0.2074, 0.5553], [2.1357, -2.3873, -0.5743]],
  "forces_ev_per_angstrom": [[0.5, -1.2, 0.3], [0.0, -2.1, -0.4], [-0.1, 0.6, -0.6], [0.9, -3.8, -0.7], [-1.7, 1.9, -0.3], [1.6, -0.6, 4.1], [1.1, 1.1, 1.3], [0.1, 1.2, -2.3], [0.0, 0.3, 0.4], [0.1, 1.1, 0.0], [-0.9, -0.7, -1.6], [0.4, -0.3, 0.1], [-1.8, 2.5, -0.3]],
  "mulliken_charge": [-0.225, -0.129, -0.233, -0.401, -0.362, -0.772, 0.757, 0.290, 0.264, 0.089, 0.210, 0.304, 0.209]
}